(1)
Entry from the Open Molecules 2025 dataset: 2 unconnected molecules or ions with the total composition C2H3OP at a distorted geometry (ωB97M-V with the def2-TZVPD basis set).

CARTESIAN COORDINATES (ANGSTROEM)
C -0.21 0.02 -0.91
C -0.22 -0.01 0.58
O 1.05 0.52 0.72
P 1.12 1.04 -0.86
H -0.72 -0.38 -1.78
H -0.98 0.38 1.37
H -0.05 -1.57 0.89

## Properties
- Kohn-Sham gap (eV) = 8.86
- HOMO energy (eV) = -8.880
- energy above the lowest of the compared OMol25 structures with the same formula, charge and spin (kcal per mole) = 66.0

Okay, here come the Löwdin numbers, in e, for every atom: -0.3917 -0.4252 -0.4856 0.9438 0.0321 0.1261 0.2006


(2)
Entry from the Open Molecules 2025 dataset: a molecular structure, C19H15BrF9N3O3PtS2 at a distorted geometry (ωB97M-V with the def2-TZVPD basis set).

CARTESIAN COORDINATES (ANGSTROEM)
Pt 0.80 0.08 -0.36
Br -1.68 2.93 -0.62
C -1.66 1.56 -1.91
C -2.38 1.72 -3.08
C -2.49 0.64 -3.94
C -1.92 -0.57 -3.58
C -1.19 -0.63 -2.41
N -1.03 0.43 -1.61
C -0.64 -1.94 -1.87
O -1.08 -2.99 -2.30
O 0.26 -1.83 -0.95
H -2.87 2.66 -3.29
H -3.05 0.73 -4.86
H -2.02 -1.47 -4.17
F -5.16 -0.26 3.90
C -3.95 -0.11 4.46
F -3.97 1.01 5.19
F -3.79 -1.14 5.31
C -2.86 -0.10 3.42
C -2.75 -1.18 2.55
C -1.71 -1.17 1.64
N -0.81 -0.19 1.58
C -0.93 0.84 2.40
C -1.95 0.93 3.35
H -3.46 -1.99 2.58
H -1.58 -1.98 0.93
H -0.18 1.62 2.30
H -2.01 1.79 4.00
S 2.61 -0.71 1.14
C 2.33 -2.31 0.67
N 1.55 -3.14 1.32
C 1.44 -4.51 0.84
C 1.91 -4.47 -0.61
S 3.06 -3.06 -0.70
H 1.09 -2.82 2.17
H 0.41 -4.85 0.90
H 2.07 -5.17 1.45
H 1.08 -4.26 -1.29
H 2.42 -5.38 -0.91
C 2.38 4.10 -0.12
C 2.26 2.70 -0.72
O 1.34 2.00 0.01
C 1.83 2.86 -2.21
F 1.55 1.69 -2.80
F 2.76 3.46 -2.96
F 0.72 3.60 -2.29
C 3.67 2.05 -0.68
F 3.73 0.87 -1.31
F 4.03 1.85 0.60
F 4.62 2.83 -1.22
H 1.39 4.55 -0.10
H 3.05 4.73 -0.70
H 2.75 4.01 0.89

## Properties
- Kohn-Sham gap (spin up / spin down) (eV) = 7.23 / 7.23
- HOMO energy (spin up / spin down) (eV) = -7.697 / -7.696
- energy above the lowest of the compared OMol25 structures with the same formula, charge and spin (kcal per mole) = 11.0

Okay, here come the Löwdin numbers, in e, for every atom: 0.9624 0.8689 -0.7019 -0.0867 -0.0257 0.0182 -0.1703 -0.0053 -0.5867 0.0684 -0.2268 0.1068 0.1168 0.1262 0.1482 -0.5916 0.1457 0.1462 -0.1110 0.0122 -0.1149 0.0075 -0.1274 0.0221 0.1262 0.1078 0.1089 0.1223 0.6710 -1.0953 -0.0330 -0.1913 -0.3893 0.9928 0.1445 0.1272 0.1218 0.0618 0.0806 0.0210 -0.4792 -0.3565 -0.5665 0.1247 0.1574 0.0896 -0.5952 0.1097 0.1074 0.1463 0.0881 0.0975 0.0989


(3)
Entry from the Open Molecules 2025 dataset: 4 unconnected molecules or ions with the total composition C24H20N4O8 at a distorted geometry (ωB97M-V with the def2-TZVPD basis set).

CARTESIAN COORDINATES (ANGSTROEM)
C -1.68 4.13 0.10
C -2.72 4.94 -0.17
C -3.28 4.90 -1.50
C -2.74 4.05 -2.51
C -1.67 3.26 -2.23
C -1.10 3.38 -0.97
N -3.45 3.83 -3.79
O -2.90 3.43 -4.80
O -4.63 4.14 -3.76
H -1.18 4.08 1.06
H -3.13 5.46 0.68
H -4.05 5.59 -1.81
H -1.14 2.78 -3.04
H -0.13 2.91 -0.85
C -3.77 -0.11 0.34
C -4.01 1.08 -0.42
C -4.77 1.04 -1.62
C -5.07 -0.14 -2.17
C -4.78 -1.34 -1.46
C -4.09 -1.28 -0.21
N -5.79 -0.16 -3.44
O -6.26 -1.28 -3.73
O -6.05 0.87 -4.10
H -3.22 -0.06 1.27
H -3.79 2.05 0.00
H -5.06 1.97 -2.08
H -4.95 -2.30 -1.93
H -3.79 -2.19 0.29
C 2.13 1.20 1.07
C 0.87 1.23 1.63
C 0.15 0.04 1.67
C 0.74 -1.20 1.44
C 2.03 -1.22 0.93
C 2.75 -0.02 0.77
N -0.04 -2.48 1.62
O -1.31 -2.40 1.80
O 0.50 -3.55 1.55
H 2.67 2.13 0.94
H 0.41 2.18 1.86
H -0.89 0.02 1.96
H 2.54 -2.14 0.71
H 3.75 -0.03 0.37
C 7.08 -3.75 0.23
C 7.58 -3.48 1.53
C 6.74 -3.32 2.61
C 5.35 -3.41 2.44
C 4.90 -3.66 1.17
C 5.75 -3.86 0.10
N 4.46 -3.08 3.64
O 3.24 -3.17 3.44
O 4.98 -2.73 4.72
H 7.75 -4.06 -0.57
H 8.65 -3.58 1.58
H 7.17 -3.01 3.55
H 3.84 -3.66 0.97
H 5.39 -4.02 -0.90

## Properties
- Kohn-Sham gap (eV) = 8.70
- HOMO energy (eV) = -9.596
- energy above the lowest of the compared OMol25 structures with the same formula, charge and spin (kcal per mole) = 228.6
- structure (SMILES) = O=[N+]([O-])c1ccccc1.O=[N+]([O-])c1ccccc1.O=[N+]([O-])c1ccccc1.O=[N+]([O-])c1ccccc1

Okay, here come the Löwdin numbers, in e, for every atom: -0.0974 -0.0708 0.0364 -0.1533 -0.0244 -0.0542 -0.3458 0.0917 0.0694 0.0984 0.1099 0.1106 0.1246 0.0928 -0.0741 -0.0234 -0.0193 -0.1673 0.0440 -0.0768 -0.3014 0.0489 0.0668 0.0942 0.0860 0.1089 0.1106 0.1043 -0.0760 -0.0689 -0.0043 -0.1144 -0.0078 -0.0484 -0.2958 0.0124 0.1032 0.1073 0.0979 0.1008 0.0861 0.1067 -0.0730 -0.0593 -0.0126 -0.1075 -0.0211 -0.0902 -0.2962 0.0567 0.0670 0.1123 0.1058 0.1158 0.0998 0.1144


(4)
Entry from the Open Molecules 2025 dataset: a molecular structure, C30H30N8O2PbS at a distorted geometry (ωB97M-V with the def2-TZVPD basis set).

CARTESIAN COORDINATES (ANGSTROEM)
Pb 0.35 -0.41 -1.15
C -6.76 -0.77 1.34
C -5.34 -0.47 1.07
C -4.72 0.66 1.68
C -3.45 0.99 1.36
C -2.63 0.21 0.45
N -1.40 0.61 0.22
C -0.82 1.52 1.08
C -0.86 1.30 2.47
C -0.26 2.17 3.35
C 0.36 3.34 2.89
C 1.00 4.30 3.84
C 0.40 3.56 1.52
C -0.14 2.67 0.61
N -0.13 3.00 -0.76
C -0.21 4.25 -1.30
C -0.15 4.10 -2.66
C -0.03 2.72 -2.87
N -0.01 2.07 -1.71
C -3.29 -0.94 -0.18
C -4.62 -1.20 0.14
N -2.72 -1.81 -1.10
C -3.11 -3.12 -1.29
C -2.39 -3.60 -2.34
C -1.57 -2.53 -2.75
N -1.77 -1.47 -1.99
H -7.03 -0.51 2.37
H -7.00 -1.81 1.15
H -7.38 -0.15 0.69
H -5.29 1.27 2.36
H -3.03 1.91 1.74
H -1.30 0.37 2.83
H -0.26 1.96 4.41
H 0.54 4.25 4.83
H 0.95 5.32 3.47
H 2.05 4.04 3.96
H 0.91 4.44 1.14
H -0.34 5.13 -0.69
H -0.21 4.88 -3.40
H 0.04 2.18 -3.80
H -5.12 -2.01 -0.37
H -3.81 -3.62 -0.65
H -2.43 -4.59 -2.76
H -0.85 -2.49 -3.55
O 1.87 -2.88 -0.46
C 0.96 -3.10 0.32
C 0.78 -4.34 1.16
C -0.40 -4.00 2.05
C -0.91 -2.68 1.47
O -1.94 -2.13 1.87
N -0.07 -2.21 0.51
H 1.70 -4.57 1.71
H 0.58 -5.18 0.50
H -0.12 -3.83 3.09
H -1.20 -4.73 2.05
C 5.65 -2.53 -1.57
C 5.08 -1.15 -1.53
C 5.44 -0.11 -2.35
C 4.79 1.12 -2.19
N 3.85 1.29 -1.25
C 3.50 0.28 -0.48
S 2.26 0.44 0.71
N 4.13 -0.92 -0.60
C 5.10 2.29 -3.05
H 6.28 -2.67 -2.45
H 4.84 -3.26 -1.58
H 6.25 -2.71 -0.68
H 6.19 -0.25 -3.11
H 3.76 -1.70 -0.07
H 5.84 2.06 -3.81
H 5.47 3.11 -2.42
H 4.18 2.65 -3.52

## Properties
- Kohn-Sham gap (spin up / spin down) (eV) = 4.58 / 4.58
- HOMO energy (spin up / spin down) (eV) = -13.098 / -13.098
- charge = +2

Okay, here come the Löwdin numbers, in e, for every atom: 1.2791 0.0053 -0.1663 0.0264 0.0531 -0.1495 0.0906 -0.2800 -0.0066 0.0038 -0.2180 -0.0157 0.0412 -0.1551 -0.0780 -0.0193 -0.0190 -0.1103 -0.0584 -0.0425 0.0533 -0.0707 -0.0189 0.0073 -0.1162 -0.0590 0.1052 0.1014 0.1242 0.1396 0.1338 0.1332 0.1334 0.0926 0.0929 0.1068 0.1355 0.1358 0.1126 0.1194 0.1301 0.1404 0.1203 0.1258 -0.0565 -0.5347 -0.0685 -0.0687 -0.4742 0.0308 0.0225 0.1296 0.1318 0.1323 0.1264 0.0178 -0.2296 0.0554 -0.2727 0.1207 -0.7960 0.6045 0.1269 -0.0055 0.0969 0.0985 0.1093 0.1324 0.1283 0.0881 0.1021 0.0926